P | Entry from OMol25: an isolated molecule of C3H3ClO (ωB97M-V/def2-TZVPD).

Calculated values
SMILES: C=C(Cl)C=O
Net charge: 0
LUMO energy: 0.00895 hartree
HOMO level: -0.379 Eh

Bonds (Å) are listed after each position.
Atoms and positions in Å:
1 C 0.430 -0.118 0.120  C2 1.292, C3 1.514, Cl8 1.820
2 C -0.212 -1.193 0.438  C1 1.292, H4 1.093, H5 1.051
3 C -0.160 1.008 -0.702  C1 1.514, H6 1.229, O7 1.214
4 H 0.021 -1.917 1.222  C2 1.093
5 H -1.203 -1.159 0.091  C2 1.051
6 H -0.263 2.054 -0.065  C3 1.229
7 O -0.642 0.788 -1.794  C3 1.214
8 Cl 2.030 0.537 0.690  C1 1.820

=====

Q | Entry from OMol25: a cluster of 2 separate species, C3H3ClO in total (ωB97M-V/def2-TZVPD).

Calculated values
Net charge: 0
LUMO energy (alpha / beta): -0.06187 / -0.06185 hartree
HOMO level (alpha / beta): -0.372 / -0.372 Eh

Bonds (Å) are listed after each position.
Atoms and positions in Å:
1 C 0.099 0.017 -0.048  C2 1.286, C3 1.458, O4 1.335
2 C 0.818 1.082 -0.006  C1 1.286, H6 1.038
3 C -1.179 -0.679 0.055  C1 1.458, O4 1.418, H7 1.038, H8 1.023
4 O 0.066 -1.310 -0.197  C1 1.335, C3 1.418
5 Cl 3.106 0.120 -0.006  no bonds
6 H 0.579 2.085 -0.126  C2 1.038
7 H -1.594 -0.554 0.998  C3 1.038
8 H -1.895 -0.761 -0.670  C3 1.023

=====

R | Entry from OMol25: an isolated molecule of C3H3ClO (ωB97M-V/def2-TZVPD).

Calculated values
SMILES: C=C(Cl)C=O
Net charge: 0
LUMO energy: -0.01390 hartree
HOMO level: -0.376 Eh

Bonds (Å) are listed after each position.
Atoms and positions in Å:
1 C -0.083 -0.241 -0.114  C2 1.308, C3 1.472, Cl8 1.715
2 C -0.719 -1.139 -0.821  C1 1.308, H4 1.112, H5 1.064
3 C -0.609 0.445 1.077  C1 1.472, H6 1.156, O7 1.213
4 H -0.265 -1.670 -1.685  C2 1.112
5 H -1.695 -1.484 -0.573  C2 1.064
6 H 0.036 1.350 1.394  C3 1.156
7 O -1.697 0.224 1.567  C3 1.213
8 Cl 1.410 0.330 -0.737  C1 1.715

=====

Energies relative to the minimum, kcal/mol: P 12.2; Q 91.9; R 0.0